40
Properties=species:S:1:pos:R:3:forces:R:3 method="wB97M-V/def2-TZVPD" relative_energy_kj_mol=0.0 smiles=CCCCc1c(C)nc2ccc(Br)cc2c1SCCC#N e_homo_ev=-8.6 homo_lumo_gap_ev=8.6
C -4.5497 -0.2782 1.4048 0.1 0.2 0.1
C -3.4042 0.4486 2.0999 0.1 -0.2 0.0
C -2.0294 -0.1121 1.7397 -0.2 0.3 -0.1
C -1.6299 0.1818 0.2875 -0.1 -0.1 0.1
C -0.2893 -0.4120 -0.0064 0.4 0.3 0.0
C -0.1695 -1.7287 -0.5413 0.1 -0.1 0.0
C -1.3804 -2.5269 -0.9020 0.0 0.0 0.0
N 0.9795 -2.2956 -0.7830 -0.3 -0.5 -0.2
C 2.1235 -1.6522 -0.4987 0.3 0.7 0.3
C 3.3477 -2.3070 -0.7430 0.2 0.1 0.0
C 4.5356 -1.7017 -0.4432 0.0 -0.2 -0.1
C 4.5279 -0.4235 0.1313 0.0 0.4 0.1
Br 6.1940 0.3888 0.5832 -0.2 -0.1 -0.1
C 3.3653 0.2534 0.3791 0.4 0.0 0.0
C 2.1345 -0.3400 0.0473 0.0 -0.6 -0.2
C 0.8742 0.2751 0.2431 -0.3 0.3 0.2
S 0.8275 1.9696 0.8206 0.2 0.0 -0.2
C 1.5043 2.8148 -0.6594 -0.3 -0.2 0.4
C 0.4304 3.0950 -1.7122 0.3 0.6 0.3
C -0.0268 1.8863 -2.3505 -0.1 -0.1 -0.1
N -0.3819 0.9221 -2.8508 -0.2 -0.5 -0.3
H -4.5052 -0.1455 0.3268 -0.1 0.0 -0.1
H -4.5136 -1.3435 1.6238 0.0 -0.1 0.0
H -5.5053 0.1082 1.7514 -0.1 0.0 0.0
H -3.4376 1.5104 1.8466 0.0 0.1 0.1
H -3.5377 0.3631 3.1807 0.0 0.1 0.0
H -2.0203 -1.1907 1.9135 0.1 -0.1 0.1
H -1.2780 0.3344 2.3961 0.1 -0.1 0.0
H -1.5876 1.2648 0.1563 -0.1 -0.1 -0.1
H -2.3728 -0.2172 -0.3994 0.0 0.0 -0.1
H -2.0621 -2.6143 -0.0595 -0.2 0.0 0.1
H -1.0646 -3.5165 -1.2184 0.0 0.0 0.0
H -1.9060 -2.0456 -1.7256 -0.1 0.0 -0.1
H 3.3140 -3.2977 -1.1668 0.0 -0.1 -0.1
H 5.4763 -2.1971 -0.6285 0.0 0.0 0.0
H 3.3854 1.2238 0.8534 0.0 0.0 0.0
H 2.3061 2.2039 -1.0722 0.0 0.1 0.0
H 1.9121 3.7550 -0.2895 0.0 0.0 -0.1
H 0.8404 3.7539 -2.4848 -0.1 0.0 0.0
H -0.4268 3.5933 -1.2497 0.1 0.0 -0.1

***

17
Properties=species:S:1:pos:R:3:forces:R:3 method="wB97M-V/def2-TZVPD" relative_energy_kj_mol=77.8 smiles="O[C@@H]1C=CCCC1" e_homo_ev=-9.2 homo_lumo_gap_ev=10.2
O 2.4130 -0.7904 0.0115 0.1 -0.4 0.3
C 1.1216 -0.2523 -0.0837 -0.3 0.1 -0.1
C 0.9818 1.0768 0.5737 -0.2 0.0 -0.3
C -0.1264 1.7031 0.1648 -0.2 -0.4 0.0
C -1.1170 0.8303 -0.6720 -0.1 0.3 0.3
C -1.3517 -0.4361 0.2009 0.0 0.1 0.1
C -0.0111 -1.1874 0.3729 0.0 0.0 0.0
H 2.3327 -1.7272 -0.2054 0.2 0.1 0.0
H 0.8620 -0.0238 -1.1240 0.7 -0.5 -0.1
H 1.7138 1.4128 1.3116 -0.3 0.1 -0.3
H -0.3811 2.6763 0.5993 -0.3 -0.4 -0.5
H -0.7956 0.4516 -1.6692 0.3 0.7 0.5
H -2.0375 1.3663 -0.8961 -0.1 0.0 0.4
H -1.7035 -0.0657 1.1673 0.0 -0.2 0.0
H -2.1194 -1.1147 -0.1943 0.1 0.3 -0.1
H 0.1319 -1.5347 1.4036 0.1 0.2 -0.2
H 0.0363 -2.0718 -0.2772 -0.2 0.0 0.1

***

113
Properties=species:S:1:pos:R:3:forces:R:3 method="wB97M-V/def2-TZVPD" charge=+1 e_homo_ev=-10.4 homo_lumo_gap_ev=6.6
C -5.5609 0.3580 -2.6635 0.0 0.0 -0.1
C -4.5659 1.1674 -1.8587 0.1 0.2 -0.2
N -3.1861 0.8455 -2.3105 0.2 -0.6 0.5
C -2.1887 1.1210 -1.3570 0.3 0.5 0.1
C -1.5517 2.4002 -1.3923 0.1 -0.4 0.5
C -2.0109 3.4539 -2.3684 0.0 0.0 0.4
S -0.6918 4.4079 -3.1509 0.1 -0.1 -0.1
C -1.3817 6.0862 -3.0115 0.1 -0.2 0.2
C -0.9752 6.8288 -1.7406 0.0 0.0 0.1
N -0.5712 2.7091 -0.5496 -0.4 -0.1 -0.2
N -0.2379 1.8347 0.3694 -0.2 -0.2 -0.2
C 0.8672 2.2603 1.3363 0.3 0.3 0.2
O 1.5282 3.3836 0.9469 -0.2 -0.2 -0.2
C 2.7558 3.0553 0.2369 0.2 0.0 0.0
O 3.3241 4.1849 -0.2534 0.0 0.0 0.1
C 2.7593 4.7162 -1.4505 0.0 0.2 -0.1
C 2.9764 3.8231 -2.6521 -0.1 -0.1 0.1
O 4.3448 3.4635 -2.7053 0.0 0.1 -0.1
C -0.7809 0.6178 0.5231 -0.2 -0.1 -0.5
B -0.2964 -0.3459 1.7264 0.3 0.0 0.3
O 0.2475 -1.5572 1.3939 -0.4 0.3 -0.6
O -0.3785 0.0864 3.0064 -0.5 -0.6 -0.2
C -1.6336 0.5790 3.5198 -0.3 0.4 0.2
C -1.4240 1.6783 4.5522 0.1 -0.2 -0.1
C -1.7811 0.2045 -0.3796 0.3 0.5 0.0
C -2.3860 -1.1724 -0.2956 -0.2 0.1 -0.3
C -1.7405 -2.2039 -1.2578 -0.1 0.1 -0.2
C -0.4263 -1.7888 -1.9231 0.0 -0.3 -0.1
O 0.1315 -2.8881 -2.6023 0.1 0.1 -0.1
C 0.9031 -3.7621 -1.7974 0.0 -0.3 0.2
H -5.4594 -0.7091 -2.4508 0.0 0.0 0.0
H -5.4119 0.5045 -3.7328 0.0 0.0 0.0
H -6.5828 0.6457 -2.4208 0.0 0.0 0.0
H -4.6781 0.9451 -0.7916 0.0 0.1 0.0
H -4.7254 2.2364 -2.0122 0.0 0.0 0.1
H -3.1573 -0.1501 -2.5069 -0.1 0.0 -0.1
H -2.6491 2.9801 -3.1089 0.0 0.0 -0.1
H -2.6236 4.1599 -1.8022 0.0 0.0 0.0
H -2.4635 5.9744 -3.0684 0.0 0.2 -0.2
H -1.0355 6.6006 -3.9051 0.0 0.0 0.0
H -1.6875 6.6588 -0.9319 0.0 0.0 0.0
H -0.9214 7.9030 -1.9206 -0.1 0.0 0.0
H 0.0027 6.5075 -1.3864 0.0 0.0 -0.1
H 1.5453 1.4035 1.3878 -0.1 -0.1 0.1
H 0.3859 2.4153 2.3021 0.0 0.1 0.0
H 3.4546 2.6264 0.9588 0.0 0.0 0.1
H 2.5256 2.3018 -0.5282 -0.1 0.1 -0.1
H 1.6975 4.9176 -1.3133 -0.1 -0.1 0.0
H 3.2726 5.6653 -1.5987 0.1 -0.1 0.0
H 2.3457 2.9260 -2.5931 0.0 0.0 0.0
H 2.6463 4.3640 -3.5424 0.0 0.1 0.0
H 4.6071 3.3524 -3.6221 0.0 -0.1 0.0
H -0.2523 -2.3228 1.6942 0.4 -0.1 0.5
H -2.1584 -0.2681 3.9614 0.1 -0.1 -0.1
H -2.2583 0.9412 2.6962 0.1 0.0 -0.1
H -1.8500 2.6269 4.2289 0.0 0.0 0.0
H -0.3570 1.8460 4.6969 -0.2 -0.1 0.0
H -1.8733 1.4130 5.5074 0.0 0.0 0.0
H -3.4394 -1.0816 -0.5729 0.0 0.0 0.2
H -2.3849 -1.5243 0.7350 0.1 0.0 0.0
H -2.4442 -2.3948 -2.0709 0.0 -0.2 0.0
H -1.5939 -3.1566 -0.7500 0.0 0.0 0.1
H 0.2882 -1.3955 -1.1940 0.0 0.1 0.0
H -0.6155 -1.0397 -2.6966 0.1 0.1 0.1
H 0.9132 -3.4589 -0.7468 0.0 0.1 0.0
H 0.4884 -4.7695 -1.8523 0.0 0.0 0.0
H 1.9360 -3.7916 -2.1475 0.0 0.1 -0.1
C 4.1799 5.4038 5.7050 0.0 0.1 0.0
O 2.8424 5.7192 5.3877 -0.1 -0.2 0.1
C 2.4342 5.2177 4.1320 0.1 0.2 0.0
C 0.9458 4.9626 4.1081 0.0 0.1 -0.2
O 0.5409 3.7841 4.7914 0.1 0.2 0.0
C 0.5524 3.8068 6.2134 0.1 -0.1 0.1
C -0.5653 4.6117 6.8335 0.0 0.1 0.1
O -0.3036 5.9967 6.7437 0.0 0.0 -0.3
C -1.4735 6.7826 6.7294 0.0 0.0 0.1
H 4.8832 5.8948 5.0235 0.0 0.0 0.0
H 4.3646 5.7576 6.7167 0.0 0.0 0.0
H 4.3502 4.3211 5.6720 0.0 0.0 0.0
H 2.9648 4.2853 3.8991 0.0 0.0 0.0
H 2.6705 5.9544 3.3516 0.0 -0.1 -0.1
H 0.6721 4.7851 3.0646 0.0 0.0 0.0
H 0.3937 5.8377 4.4563 0.1 0.0 0.1
H 1.5208 4.1316 6.5965 0.0 0.1 0.0
H 0.4051 2.7658 6.5115 0.0 0.0 0.0
H -0.6523 4.3250 7.8907 -0.1 -0.1 0.0
H -1.5103 4.3676 6.3298 0.0 0.0 0.0
H -2.1360 6.4920 5.9048 0.0 0.0 0.0
H -1.1672 7.8165 6.5874 0.0 0.0 0.0
H -2.0262 6.7027 7.6721 0.0 0.0 0.0
C 0.1315 -6.6303 -4.2011 0.0 0.0 0.1
O 0.1656 -7.9204 -3.6421 0.2 -0.1 -0.1
C -0.7737 -8.8071 -4.2263 0.0 0.1 0.1
C -0.2992 -10.2393 -4.1505 -0.1 -0.1 0.1
O 0.7072 -10.5710 -5.0874 0.0 0.0 -0.1
C 2.0234 -10.1038 -4.8491 0.1 0.1 -0.1
C 2.7525 -10.8261 -3.7410 0.1 0.1 0.1
O 2.3091 -10.3943 -2.4662 -0.2 -0.1 -0.1
C 2.4581 -11.3819 -1.4722 0.1 0.1 0.0
H -0.8179 -6.1241 -3.9832 0.0 0.0 -0.1
H 0.9459 -6.0638 -3.7540 0.0 0.0 0.0
H 0.2841 -6.6591 -5.2858 -0.1 0.0 0.0
H -0.9467 -8.5417 -5.2759 0.0 0.0 0.0
H -1.7272 -8.7274 -3.6852 -0.1 0.0 -0.1
H -1.1488 -10.8704 -4.4204 0.0 0.0 0.0
H -0.0017 -10.4924 -3.1302 0.1 0.1 0.0
H 2.0434 -9.0242 -4.6822 0.0 0.0 0.1
H 2.5609 -10.3107 -5.7766 0.0 0.0 0.0
H 3.8272 -10.6186 -3.8375 0.0 -0.1 0.0
H 2.5960 -11.9055 -3.8538 0.0 0.0 0.0
H 1.9278 -12.3019 -1.7435 0.0 0.0 0.0
H 2.0283 -10.9866 -0.5540 0.0 0.0 0.0
H 3.5130 -11.6219 -1.2950 0.0 0.0 0.0

***

16
Properties=species:S:1:pos:R:3:forces:R:3 method="wB97M-V/def2-TZVPD" relative_energy_kj_mol=235.6 charge=+1 e_homo_ev=-13.7 homo_lumo_gap_ev=10.3
C -0.8935 0.4238 -1.7278 2.4 -1.1 -0.2
C 1.2534 0.2625 0.1771 -2.4 -5.3 -1.8
C -0.5727 -0.2086 -0.3906 2.3 1.4 2.0
N 1.2315 -0.0470 1.6023 0.7 0.8 1.2
S -1.6305 0.3028 1.0253 0.2 0.8 -0.7
S -0.3200 -1.9735 -0.2629 -1.4 -1.0 -0.5
H -0.7492 1.5217 -1.7065 -0.9 -0.5 0.1
H -1.8886 -0.0149 -2.0199 1.2 0.9 -0.5
H 0.0715 0.1041 -2.3184 -2.4 0.2 0.2
H 1.3314 1.2649 0.0249 0.5 2.7 -0.7
H 1.9363 -0.4951 -0.3915 -1.2 2.0 0.9
H 1.5247 -1.0449 1.7619 -0.6 1.2 0.1
H 0.1159 0.1508 1.8556 1.7 -0.4 0.2
H 1.9214 0.6135 2.1170 -1.6 -1.5 -0.7
H -1.7095 1.6597 0.7294 0.1 -1.0 0.2
H -1.6220 -2.5197 -0.4758 1.5 1.0 0.3

***

32
Properties=species:S:1:pos:R:3:forces:R:3 method="wB97M-V/def2-TZVPD" charge=+1 e_homo_ev="-13.5 / -12.7" homo_lumo_gap_ev="9.7 / 4.5" multiplicity=2
C 0.8823 1.3065 0.9219 1.7 2.2 1.0
C 1.8243 0.1240 0.6474 -0.4 -1.9 -2.7
C 1.4075 -0.6834 -0.5506 0.3 -1.2 1.7
C 1.0049 -0.2344 -1.7997 -2.2 0.9 -2.2
N 0.7646 -1.2770 -2.6083 0.6 -2.2 2.0
C 1.0578 -2.4382 -1.7767 -0.2 0.8 -1.0
N 1.4143 -2.0614 -0.6110 0.6 0.1 1.4
N -0.3499 1.0140 1.5081 -2.3 -0.5 0.2
H 0.7266 2.1050 0.1694 0.1 -1.0 -0.5
H 1.5486 1.9388 1.5764 -0.7 -0.6 0.2
H 1.9759 -0.5476 1.5060 -0.1 0.4 -0.3
H 2.8050 0.3916 0.2015 0.0 0.8 1.1
H 0.5418 0.6957 -2.0960 0.6 0.4 0.1
H 0.1648 -1.3620 -3.4120 0.1 0.6 -0.4
H 1.0234 -3.4979 -2.0592 -0.2 0.7 -0.4
H -1.1876 1.0743 0.9379 0.5 0.8 -0.6
H -0.6113 0.1685 1.9986 1.3 -0.1 0.8
H 3.1465 0.7748 -1.6478 0.0 0.3 0.4
H 4.4097 1.0769 -2.2553 0.7 0.4 0.4
O 3.9838 1.1939 -1.3915 -0.6 -0.6 -1.0
H -0.4662 -2.0008 1.3129 -0.1 -0.3 0.0
H -1.1099 -2.4714 0.0102 -0.1 0.1 0.4
O -1.2548 -1.8885 0.7696 0.1 0.2 -0.3
H -2.9719 0.6588 3.3007 -0.3 -0.1 0.2
H -1.9800 0.5978 4.4646 -0.1 0.0 0.0
O -2.5318 0.0430 3.9015 0.4 0.1 -0.3
H -1.0311 2.7416 -1.2928 0.2 0.5 0.3
H -2.1657 3.8254 -1.0919 0.4 -0.4 -0.1
O -1.9177 2.9998 -1.5372 -0.6 -0.1 -0.2
H -3.1722 0.1401 1.1822 -0.3 -0.7 -0.2
H -4.6604 -0.3798 1.1314 0.3 -0.2 0.0
O -4.0972 0.3895 1.2506 0.0 0.8 0.1

***

58
Properties=species:S:1:pos:R:3:forces:R:3 method="wB97M-V/def2-TZVPD" relative_energy_kj_mol=139.2 charge=+2 e_homo_ev="-13.8 / -13.8" homo_lumo_gap_ev="9.2 / 2.9" multiplicity=2
Zn -0.8707 0.6077 -0.8567 1.1 -0.5 0.3
F 0.3606 -0.2371 0.4586 0.0 -0.6 -0.2
C -1.7647 3.0517 0.9883 -1.8 -1.1 -1.7
O -1.3953 2.0790 0.3922 1.9 -3.4 -2.2
N -1.5258 3.2566 2.1982 2.4 1.8 7.2
N -2.6708 3.8228 0.4933 -2.2 2.3 -2.6
H -1.6373 4.2027 2.5339 -0.1 -0.2 0.3
H -0.9320 2.6893 2.7861 0.0 0.0 -0.6
H -2.8892 3.5491 -0.4541 -0.6 0.7 0.2
H -3.2913 4.3498 1.0911 0.0 0.0 -0.6
C -0.8246 -1.7979 3.7332 -1.0 -4.3 -1.3
O -0.7458 -2.8721 3.1585 0.7 -2.0 -1.2
N -1.2641 -1.6573 4.9228 -1.1 1.6 5.4
N -0.7057 -0.7120 3.0851 1.4 6.2 -3.7
H -1.6835 -2.3138 5.5656 0.5 -0.4 -0.6
H -1.1510 -0.7170 5.2736 -0.4 -0.3 0.5
H -0.6221 0.2121 3.4840 -0.1 -0.4 0.5
H -0.4145 -0.6880 2.1183 0.4 -0.4 -0.2
C 1.2700 2.5114 -2.3505 3.1 -2.0 2.6
O 0.5712 1.8746 -1.5772 -0.9 -1.4 0.6
N 0.8976 3.2728 -3.2737 -4.2 4.4 -5.2
N 2.5913 2.5223 -2.3699 3.1 -1.5 2.3
H 0.2778 2.8702 -3.9620 -0.3 0.8 0.0
H 1.5887 3.9614 -3.5352 -0.7 -0.2 -0.8
H 3.1535 3.1566 -2.9192 -0.3 -0.3 0.0
H 3.1072 1.9773 -1.6940 0.1 0.2 0.4
C 3.2999 1.6287 0.9617 -0.4 1.1 2.0
O 4.1191 2.4758 1.0635 2.0 2.6 0.7
N 2.1551 1.5427 1.6477 -1.6 1.8 1.8
N 3.4166 0.6047 0.1849 0.1 -3.8 -3.7
H 1.4561 0.8411 1.4493 -0.1 0.3 -0.1
H 1.9122 2.4301 2.0644 -0.4 -0.3 0.1
H 2.4777 0.2522 0.0646 0.6 -1.6 -0.5
H 4.2778 0.0773 0.1995 -0.4 0.0 -0.4
C 1.5938 -3.6757 -0.2990 -0.4 -6.7 2.0
O 2.1989 -3.1799 -1.2177 2.3 2.5 -3.6
N 1.5732 -5.0017 -0.1615 0.9 -0.5 -1.1
N 0.9348 -3.0314 0.5516 -2.0 4.3 1.4
H 1.2346 -5.4244 0.6911 0.3 -0.3 -0.2
H 2.1926 -5.4271 -0.8364 -0.2 -1.0 0.5
H 0.8572 -2.0927 0.1868 -0.8 1.8 1.3
H 0.2604 -3.4113 1.2003 -0.5 0.1 0.6
C 0.5380 -0.9590 -3.3689 -1.2 0.2 1.4
O -0.2281 -0.7482 -2.4023 -0.1 0.1 -0.4
N 0.3003 -0.8956 -4.6240 -5.1 1.9 -4.0
N 1.7454 -1.3484 -3.3257 5.9 -2.1 3.9
H 0.9401 -1.1954 -5.3458 -0.7 0.3 0.0
H -0.6490 -0.5879 -4.7795 0.1 -0.1 -1.3
H 2.2422 -1.6090 -4.1656 0.1 0.0 0.7
H 2.0667 -1.6870 -2.4301 0.6 0.3 -0.4
C -3.3601 -1.0075 0.1754 -3.0 0.1 2.3
O -2.3855 -0.6139 -0.3592 4.9 1.8 -3.7
N -4.4448 -1.4102 -0.4388 -1.2 -1.0 -1.0
N -3.4587 -0.9130 1.4856 -0.2 -0.3 1.5
H -4.5250 -1.2131 -1.4261 -0.4 -0.5 0.3
H -5.1434 -1.8245 0.1616 -0.4 0.1 -1.0
H -2.6765 -0.4281 1.9017 -0.4 -0.4 0.8
H -4.3511 -1.1396 1.9008 0.6 0.4 0.7